Record 1
{"formula": "C21H24O2", "method": "ωB97M-V/def2-TZVPD", "elements": ["C", "H", "C", "C", "C", "C", "H", "H", "C", "C", "H", "H", "C", "H", "C", "H", "C", "H", "C", "H", "H", "C", "H", "H", "H", "C", "C", "C", "O", "H", "H", "H", "H", "H", "H", "C", "H", "O", "C", "H", "H", "C", "C", "C", "H", "H", "C"], "coordinates": [[1.0058, -0.9823, 1.0283], [-1.8610, 3.8576, -1.4216], [-0.6371, 2.4658, -0.3578], [-3.9780, -2.6823, -0.9199], [-1.1644, 1.2175, -1.0103], [3.4768, 0.2010, 0.1636], [-1.0853, -1.3954, 0.7879], [4.7701, 1.8652, -0.1304], [-2.6358, 0.9706, -0.6263], [-4.0070, -1.2286, 1.1263], [-3.6306, -2.0874, 1.6812], [-2.7548, 1.1075, 0.4481], [-3.0674, -0.3962, -1.0549], [-5.0927, -1.2238, 1.2242], [4.2722, -1.9150, -0.6709], [-2.8609, -0.6080, -2.0975], [-0.2492, -1.7015, 1.4164], [-3.7467, -2.7126, -1.9812], [-0.0892, 2.4778, 0.8517], [-0.4857, 4.5953, -0.5870], [0.4508, 1.6071, 2.7097], [2.0662, -1.8452, 0.4567], [-0.5682, 0.3563, -0.7086], [-0.0955, -2.7707, 1.2878], [4.1106, -2.9747, -0.8018], [3.2888, -1.1701, -0.0273], [5.4265, -1.3038, -1.1279], [0.1173, 1.2655, 1.7267], [1.9331, -3.0535, 0.3735], [6.1834, -1.8888, -1.6290], [-3.2620, 1.7188, -1.1214], [-3.6238, -0.3223, 1.5847], [-5.0388, -2.8926, -0.7869], [-1.0903, 1.3075, -2.0960], [6.5135, 0.5346, -1.2943], [1.1767, 0.3496, 1.1764], [0.2655, 3.4125, 1.2593], [2.6809, 2.1705, 1.1803], [-3.6328, -1.3485, -0.3221], [-3.4196, -3.4741, -0.4206], [-0.2364, 3.6721, -2.0731], [4.6435, 0.8051, -0.2931], [2.4602, 1.0168, 0.8626], [-0.8140, 3.7260, -1.1502], [-0.5078, -1.5036, 2.4549], [-0.8191, 0.7231, 1.8491], [5.6121, 0.0574, -0.9395]], "nbo_charge": [-0.082, 0.209, 0.018, -0.632, -0.431, -0.142, 0.234, 0.237, -0.427, -0.652, 0.214, 0.203, -0.202, 0.220, -0.171, 0.191, -0.663, 0.214, -0.181, 0.216, 0.240, 0.515, 0.211, 0.252, 0.236, -0.065, -0.197, -0.496, -0.523, 0.218, 0.211, 0.211, 0.210, 0.209, 0.218, 0.059, 0.210, -0.518, 0.030, 0.212, 0.212, -0.153, 0.505, -0.629, 0.222, 0.221, -0.194], "molar_mass_g_mol": 308.4, "lumo_ev": -1.1, "charge": 0, "multiplicity": 1, "max_force_ha_per_bohr": 0.011, "homo_energy_ha": -0.320, "gap_ev": 7.65, "energy_ha": -965.07320, "de_lowest_kj_mol": 101.2}



Record 2
{"formula": "C21H25AlCl36IO2", "method": "ωB97M-V/def2-TZVPD", "elements": ["H", "Cl", "Al", "Cl", "C", "Cl", "C", "Cl", "Cl", "C", "Cl", "Cl", "H", "Cl", "Cl", "H", "Cl", "Cl", "Cl", "Cl", "H", "Cl", "Cl", "Cl", "C", "Cl", "H", "H", "H", "C", "Cl", "C", "H", "H", "Cl", "C", "H", "Cl", "H", "H", "C", "H", "C", "H", "Cl", "Cl", "Cl", "O", "C", "C", "Cl", "C", "C", "H", "H", "C", "H", "Cl", "H", "H", "C", "H", "C", "C", "H", "I", "C", "Cl", "Cl", "Cl", "Cl", "Cl", "Cl", "O", "H", "H", "Cl", "C", "Cl", "H", "Cl", "Cl", "Cl", "H", "C", "C"], "coordinates": [[2.9817, -0.9787, -1.4262], [-3.9903, -0.5844, -0.9812], [0.6828, -0.5364, 2.2427], [-8.2017, -4.2588, -6.5331], [8.2165, -3.7998, 0.9316], [7.2784, 7.5463, 1.3870], [2.5583, -0.4497, 1.4676], [-0.2505, -5.5879, 3.8953], [-10.0341, -6.4073, -9.3825], [-0.2524, -2.3091, 1.9096], [9.2946, -4.8855, 0.0357], [5.4827, 9.7416, 3.9060], [-0.6671, -2.6007, 2.8858], [-5.6650, -4.7131, -7.8233], [-3.4469, 2.4917, -1.9494], [-2.6071, 2.5551, 1.4352], [2.0133, -7.2829, 4.4539], [-12.0649, -4.6630, -8.3123], [4.1578, 3.7031, 1.5950], [2.4007, 3.7551, -0.6944], [4.3496, -0.3158, -0.4946], [-4.6985, -0.6479, -3.7812], [-6.6733, -2.0268, -7.5257], [7.2189, 8.1216, -1.4368], [-2.7639, 3.8761, -2.7982], [-1.3218, 3.3662, -3.6891], [3.2772, -0.2359, 2.2713], [-1.2700, 0.7451, 0.9096], [0.4604, -3.0971, 1.6326], [1.5008, -5.6193, 4.0913], [-9.8294, -3.5584, -9.7545], [-0.4488, 1.0450, 1.5784], [4.5423, -3.2676, 0.8921], [4.3984, -1.9928, -1.0725], [1.9651, -4.5602, 5.4232], [3.0856, -1.6623, 0.6508], [-1.9914, -4.1648, 1.8013], [9.2493, 9.3105, 0.2349], [0.1802, 1.7381, 0.9983], [-4.0791, -3.5738, 2.6597], [4.1315, -2.4275, 1.4704], [3.7410, -2.8333, 2.4059], [3.2902, 4.7375, 0.4669], [-3.1229, 0.0878, 1.6372], [7.5385, -2.6063, -0.1716], [4.4848, 7.0402, 3.8506], [-3.2220, -2.8281, -2.6025], [-5.0330, -0.2140, 2.1504], [-2.4796, -3.4069, 1.1792], [-10.9452, -4.9188, -9.6551], [6.5032, 10.1644, 0.4691], [7.5608, 8.7840, 0.1663], [-1.0483, 1.8254, 2.7514], [4.9714, -1.7515, 1.6743], [-1.8410, -1.3869, 0.6813], [-2.1331, 2.8604, 2.3717], [0.7718, -0.3419, 3.8658], [-1.9411, -0.2862, -3.0197], [2.5795, 0.4415, 0.8155], [-4.5166, -2.6267, 1.2558], [-3.8910, -0.5242, 2.1273], [2.2485, -2.3267, 0.3991], [-6.5705, -3.6226, -6.7656], [3.7412, -1.2083, -0.6718], [-2.9008, 2.9198, 3.1527], [0.5326, 2.9365, 3.7564], [-3.4566, -1.0716, -2.5961], [2.2892, -5.0762, 2.6143], [4.4573, 5.7632, -0.4021], [-2.3247, 5.1375, -1.6510], [2.1748, 5.7686, 1.3580], [9.1410, -2.9781, 2.1959], [6.9206, -4.7386, 1.6689], [-3.4047, -1.6408, 2.7076], [-2.8707, -3.8928, 0.2796], [-0.9302, -2.6547, -0.1052], [-5.7535, -3.4780, -5.2151], [-1.3781, -2.3612, 0.8549], [2.7747, 9.1858, 4.7335], [-1.7282, 3.8664, 2.2591], [3.4901, 8.9800, 1.9508], [-11.8563, -5.0534, -11.1638], [-3.9601, 4.5109, -3.9429], [-1.4377, 1.1399, 3.5079], [4.0578, 8.7318, 3.6060], [-3.6926, -2.8420, 1.9448]], "lowdin_charge": [0.069, 0.595, 0.281, 0.504, -2.056, 0.515, -0.228, 0.540, 0.515, -0.260, 0.503, 0.497, 0.032, 0.520, 0.502, 0.049, 0.493, 0.518, 0.521, 0.533, 0.071, 0.504, 0.514, 0.517, -2.045, 0.511, 0.045, 0.022, 0.005, -2.044, 0.511, -0.331, 0.028, 0.051, 0.534, -0.495, 0.076, 0.517, 0.028, 0.118, -0.154, 0.032, -2.047, 0.096, 0.541, 0.518, 0.535, 0.096, -0.175, -2.067, 0.502, -2.050, -0.837, 0.072, 0.031, -0.196, -0.055, 0.529, 0.031, 0.101, -0.422, 0.096, -2.053, -0.101, 0.068, 0.751, -2.013, 0.575, 0.477, 0.533, 0.474, 0.514, 0.544, -0.041, 0.080, 0.095, 0.510, -0.284, 0.527, 0.027, 0.496, 0.518, 0.509, 0.046, -2.046, -0.165], "molar_mass_g_mol": 1739.6, "lumo_ev": 1.1, "charge": -1, "multiplicity": 1, "max_force_ha_per_bohr": 0.026, "homo_energy_ha": -0.186, "gap_ev": 6.18, "energy_ha": -18072.61054}



Record 3
{"formula": "C21H25BrN2O2", "method": "ωB97M-V/def2-TZVPD", "elements": ["O", "C", "C", "H", "C", "C", "H", "C", "C", "C", "C", "H", "O", "C", "C", "H", "H", "C", "C", "H", "H", "H", "C", "C", "H", "H", "H", "H", "C", "H", "N", "H", "H", "C", "C", "N", "H", "H", "H", "H", "H", "H", "H", "C", "H", "H", "C", "H", "C", "C", "Br"], "coordinates": [[1.2754, 3.2279, 0.0026], [0.1353, 2.9911, -0.3542], [5.8153, -0.4908, 0.0700], [-2.7741, 0.7097, 2.9333], [-1.0648, -1.3815, 0.2020], [-0.2263, 2.8331, -1.8250], [-2.4826, -3.1739, -0.9387], [-3.1571, -2.7168, -0.2068], [-2.9905, -0.8707, 1.5129], [3.3295, -0.1926, -1.0928], [0.1699, 1.4356, -2.3110], [0.0552, 1.3748, -3.4004], [1.3314, -1.0885, -2.0287], [-2.2881, 0.1266, 2.1629], [-0.3606, -0.3879, 0.8573], [-0.5672, -1.9511, -0.5694], [5.9989, -2.2849, -1.0878], [-0.9611, 0.3840, 1.8407], [5.3755, -1.4406, -0.8368], [-2.7587, -4.2140, 1.3025], [-4.8628, -2.9105, -1.5213], [-0.3277, 1.5095, 3.5606], [-0.2089, 1.5192, 2.4758], [5.0282, 0.5941, 0.4178], [0.0054, 3.6528, 2.1764], [-1.2905, 2.9945, -1.9922], [3.1686, 1.5824, 0.1274], [0.3389, 3.5784, -2.3882], [4.1266, -1.2891, -1.4074], [-4.3139, -3.4043, 1.4962], [1.5387, 1.1558, -1.9397], [3.7499, -2.0194, -2.1071], [0.8522, 1.4260, 2.2420], [1.9762, -0.1020, -1.7219], [-3.6128, -3.8047, 0.7677], [-0.8942, 2.8575, 0.5008], [-4.0198, -1.0508, 1.7869], [-1.6815, 3.1206, 2.3863], [-4.0197, -1.3658, -1.6618], [-0.4678, 0.6645, -1.8630], [-1.7669, 2.4908, 0.1558], [-5.0639, -1.6808, -0.2735], [2.0796, 1.9416, -1.6088], [-4.3519, -2.1300, -0.9620], [-4.1031, -4.6120, 0.2281], [5.3835, 1.3140, 1.1391], [3.7833, 0.7433, -0.1664], [0.6744, -0.2135, 0.5992], [-0.7181, 2.8697, 1.9390], [-2.3933, -1.6353, 0.5164], [7.5357, -0.6856, 0.8653]], "nbo_charge": [-0.664, 0.690, -0.059, 0.204, -0.222, -0.502, 0.206, -0.240, -0.168, -0.168, -0.209, 0.202, -0.636, -0.237, -0.157, 0.236, 0.230, -0.048, -0.245, 0.214, 0.208, 0.218, -0.435, -0.260, 0.226, 0.221, 0.229, 0.231, -0.145, 0.199, -0.620, 0.237, 0.222, 0.667, -0.594, -0.605, 0.200, 0.199, 0.209, 0.221, 0.403, 0.199, 0.422, -0.594, 0.207, 0.230, -0.134, 0.201, -0.214, -0.028, 0.053], "molar_mass_g_mol": 417.3, "lumo_ev": 0.6, "charge": 0, "multiplicity": 1, "max_force_ha_per_bohr": 0.016, "homo_energy_ha": -0.328, "gap_ev": 9.56, "energy_ha": -3649.30093, "de_lowest_kj_mol": 60.0}